Entry 1:
Density functional theory data (ωB97M-V with the def2-TZVPD basis set) for C39H33CuN6PS4Te as an isolated structure.

Values from the calculation:
Total energy ... -154485.7194 eV
Total charge ... -2
Gap between HOMO and LUMO (alpha / beta) ... 3.964 / 7.139 eV
Spin multiplicity ... 2

The geometry in XYZ format:
```
85
Properties=species:S:1:pos:R:3:forces:R:3
Cu 0.270218 -2.368132 0.888438 0.0 0.0 0.0
C -2.095077 -4.675222 0.164869 0.0 0.0 0.0
P -1.835330 -2.878402 0.390786 0.0 0.0 0.0
C -2.709142 -2.199442 -1.058265 0.0 0.0 -0.1
C -4.096768 -2.309831 -1.176243 0.0 0.0 0.0
C -4.751732 -1.784538 -2.273668 0.0 0.0 0.0
C -4.026739 -1.151552 -3.276362 0.0 0.0 0.0
C -2.651921 -1.043452 -3.174681 0.0 0.0 0.0
C -1.993194 -1.560379 -2.063255 0.0 0.0 0.1
C -2.994584 -2.455478 1.731906 0.0 0.0 0.0
C -3.442313 -1.136426 1.823134 0.0 0.0 0.0
C -4.291753 -0.756207 2.848344 0.0 0.0 0.0
C -4.696050 -1.686355 3.798664 0.0 0.0 0.0
C -4.240243 -2.993679 3.721761 0.0 0.0 0.0
C -3.389016 -3.378992 2.693574 0.0 0.0 0.0
H -1.659692 -5.215561 1.004975 0.0 0.0 0.0
H -1.569515 -4.972112 -0.743251 0.0 0.0 0.0
H -3.154242 -4.919197 0.066339 0.0 0.0 0.0
H -4.667675 -2.773385 -0.379279 0.0 0.0 0.0
H -5.831860 -1.826665 -2.331877 0.0 0.0 0.0
H -4.545838 -0.701867 -4.113000 0.0 0.0 0.0
H -2.089939 -0.509503 -3.929915 0.0 0.0 0.0
H -0.922881 -1.424320 -1.955575 0.0 0.0 0.0
H -3.142247 -0.393949 1.089802 0.0 0.0 0.0
H -4.631577 0.270910 2.893464 0.0 0.0 0.0
H -5.360244 -1.389309 4.601638 0.0 0.0 0.0
H -4.533763 -3.720758 4.469297 0.0 0.0 0.0
H -3.021950 -4.397508 2.665608 0.0 0.0 0.0
Te -0.802444 2.086706 -1.746617 -0.1 0.0 -0.1
C -1.790372 3.739746 -2.570126 0.0 0.0 0.0
C -3.026598 3.736350 -3.148780 0.0 0.0 0.0
C -3.433335 5.026046 -3.586804 0.0 0.0 0.0
C -2.492642 5.979889 -3.337420 0.0 0.0 0.0
S -1.120207 5.321239 -2.557071 0.0 0.0 0.0
H -3.637201 2.848641 -3.226445 0.0 0.0 0.0
H -4.382324 5.227459 -4.064161 0.0 0.0 0.0
H -2.537228 7.030635 -3.578621 0.0 0.0 0.0
N 7.645831 5.342739 1.590768 0.0 0.0 0.0
C 6.878299 4.498608 1.348116 0.0 0.0 0.0
C 5.954471 3.490532 1.045890 0.0 0.0 0.0
C 4.603938 3.531773 1.539246 0.0 0.0 0.0
C 3.691895 2.580087 1.178950 0.0 0.0 0.0
C 4.058419 1.522939 0.315208 0.0 0.0 0.0
C 5.397620 1.429121 -0.132019 0.0 0.0 0.0
C 6.318607 2.373895 0.219139 0.0 0.0 -0.1
N 3.117124 0.523446 -0.056452 0.0 0.0 0.0
C 2.953882 -0.007436 -1.314601 -0.1 0.1 0.0
C 1.948209 -0.922197 -1.217396 0.0 0.1 0.0
N 1.490955 -0.965004 0.074985 0.0 -0.1 0.0
C 2.223976 -0.090604 0.745408 0.0 0.0 0.0
H 4.302100 4.347746 2.184285 0.0 0.0 0.0
H 2.667606 2.654677 1.526936 0.0 0.0 0.0
H 5.694241 0.584542 -0.745062 0.0 0.0 0.0
H 7.342074 2.284610 -0.125903 0.0 0.0 0.0
H 3.507088 0.366374 -2.157836 0.0 0.0 0.0
H 1.517192 -1.530247 -1.994579 0.0 0.0 0.0
H 2.153121 0.106246 1.801257 0.0 0.0 0.0
S -3.180931 2.079464 0.207764 0.0 0.1 0.0
C -4.445339 1.682756 -0.809518 0.0 -0.1 0.0
N -5.324278 1.404282 -1.519668 0.0 0.1 0.0
C 5.785223 3.330510 -3.526740 0.0 0.0 0.0
C 4.444959 3.592093 -2.908804 0.0 0.0 0.0
C 4.282304 4.499746 -1.871252 0.0 0.0 0.0
C 3.005962 4.631480 -1.360151 0.0 0.0 0.0
N 1.966744 3.947943 -1.829482 0.0 0.0 0.0
C 2.227034 3.091470 -2.810444 0.0 0.0 0.0
S 0.913006 2.121401 -3.489312 0.0 0.0 0.0
N 3.418172 2.882705 -3.378143 0.0 0.0 0.0
H 6.455223 4.179986 -3.396514 0.0 0.0 0.0
H 5.669911 3.101201 -4.585400 0.0 0.0 0.0
H 6.238273 2.469584 -3.033204 0.0 0.0 0.0
H 5.118439 5.044599 -1.456091 0.0 0.0 0.0
H 2.800874 5.313009 -0.541273 0.0 0.0 0.0
S 1.411548 -3.481924 2.508761 0.0 0.0 0.0
C 0.237390 -4.431443 3.421166 0.0 0.0 0.0
C -0.053511 -5.759955 3.083970 0.0 0.0 0.0
C -0.947252 -6.517560 3.828046 0.0 0.0 0.0
C -1.570588 -5.977546 4.946643 0.0 0.0 0.0
C -1.284022 -4.665178 5.302187 0.0 0.0 0.0
C -0.400947 -3.905553 4.551534 0.0 0.0 0.0
H 0.440009 -6.190159 2.220403 0.0 0.0 0.0
H -1.153401 -7.541101 3.533909 0.0 0.0 0.0
H -2.266493 -6.568880 5.529670 0.0 0.0 0.0
H -1.764259 -4.220775 6.166515 0.0 0.0 0.0
H -0.193278 -2.879400 4.827903 0.0 0.0 0.0
```
Forces are in eV/Å.


Entry 2:
Density functional theory data (ωB97M-V with the def2-TZVPD basis set) for C4H11O3Yb as an isolated structure.

Values from the calculation:
Total energy ... -41991.3027 eV
Total charge ... +1
Gap between HOMO and LUMO ... 7.237 eV

The geometry in XYZ format:
```
19
Properties=species:S:1:pos:R:3:forces:R:3
O -0.179295 -0.557268 -0.299965 0.1 -0.8 -3.7
C -0.036930 -1.362631 0.865081 0.2 -1.0 -0.1
C 0.784097 -0.566977 1.855902 0.4 -0.2 0.1
O 0.250027 0.759709 1.895536 0.0 -0.2 0.3
C 0.822811 1.589075 2.903801 0.3 0.0 0.5
Yb -0.545350 1.563175 -0.101157 -0.5 1.9 -2.2
H 0.484827 -2.298411 0.623464 -0.2 0.2 0.2
H -1.029824 -1.584014 1.279758 0.2 0.0 -0.2
H 1.836839 -0.510246 1.541117 -0.2 -0.1 0.1
H 0.721416 -1.021906 2.854790 0.0 0.1 -0.2
H 0.320783 2.560072 2.864246 0.1 -0.2 0.1
H 0.666360 1.129026 3.888958 0.0 0.2 -0.2
H 1.897879 1.719178 2.721635 -0.2 0.0 0.1
O -0.287445 1.645198 -2.289340 -0.2 -0.2 2.0
H -0.114871 -0.836958 -1.335480 -0.1 0.2 3.7
C -0.921655 2.165559 -3.413512 -0.3 0.0 -0.5
H -0.206278 2.640591 -4.109052 -0.2 -0.3 0.1
H -1.468689 1.364306 -3.945823 0.2 0.3 -0.1
H -1.677627 2.937754 -3.175357 0.2 -0.1 0.0
```
Forces are in eV/Å.


Entry 3:
Density functional theory data (ωB97M-V with the def2-TZVPD basis set) for C17H28NO2 as an isolated structure.

Values from the calculation:
Total energy ... -23649.0999 eV
Total charge ... +1
Gap between HOMO and LUMO ... 9.395 eV

The geometry in XYZ format:
```
48
Properties=species:S:1:pos:R:3:forces:R:3
C 0.491144 -2.808770 0.790302 0.7 3.9 3.1
C 1.617057 -2.258367 -0.062356 -2.1 -6.0 9.8
C 2.866125 -2.619144 0.162971 8.8 -2.9 2.2
C 4.073476 -2.324166 -0.581663 1.4 -0.9 2.8
C 4.016660 -1.494480 -1.661662 -4.6 -1.2 -1.5
C 2.637292 -1.310039 -2.036233 0.6 -0.6 0.5
C 1.561042 -1.775820 -1.164939 -1.7 10.0 -15.1
O 0.263534 -1.108320 -1.610672 1.2 -1.1 2.5
C -0.081338 -0.724084 -2.923436 -6.8 -8.3 5.8
C -1.679426 -0.727486 -2.867998 0.8 0.7 -3.8
H -2.078315 -0.329899 -4.036522 0.9 -0.1 3.6
H -1.983119 -1.770107 -3.066262 -0.3 0.4 1.6
O -2.158256 -0.053444 -1.677749 0.2 -7.0 -3.3
C -2.352401 1.223582 -1.745605 0.9 3.9 3.1
C -0.985069 1.844171 -0.908904 -2.8 -3.9 -0.6
N -0.686125 0.620788 0.206595 0.5 8.5 2.0
C -1.744702 0.389003 1.281421 -2.6 -2.6 -7.2
C -2.353981 1.488444 1.957698 2.6 5.7 -3.6
H -2.488775 2.583156 1.218219 1.0 -3.2 1.8
C -1.723048 1.758755 3.214890 1.6 3.6 1.9
H -1.855662 2.926587 3.482268 -0.6 -2.9 0.1
H -2.083077 0.998178 3.918792 0.1 0.8 0.5
C -0.219785 1.698584 3.110966 -2.8 9.8 1.5
H 0.196756 2.167787 3.999904 -0.1 0.5 0.2
H 0.192545 0.906442 3.156901 4.3 -11.1 1.0
C 0.447815 2.267793 1.894858 2.9 -4.0 1.3
C 0.688408 1.116621 0.990322 -4.2 7.1 -7.6
H 0.871565 0.240503 1.176600 3.0 -8.9 4.4
H 1.322975 1.250541 0.087545 0.0 0.7 0.7
H -0.036011 3.054244 1.564364 -2.3 3.7 -2.5
H 1.496841 2.551307 1.983460 0.0 0.6 1.1
H -3.311897 1.419088 2.089754 -5.6 -1.3 0.6
H -2.617264 -0.067645 0.502720 2.2 0.4 2.7
H -1.291460 -0.334245 1.889921 0.1 -1.3 1.0
H -0.444522 -0.135890 -0.342860 0.4 -2.7 -1.7
H -1.458289 2.705781 -0.569360 0.3 1.6 1.7
H -0.130453 2.033547 -1.572301 -0.1 -0.5 0.6
H -3.343562 1.302252 -1.115052 1.8 1.4 -1.4
H -2.285549 1.695918 -2.718616 -0.7 0.0 -0.3
H 0.219502 0.083858 -3.173067 4.4 10.1 -3.2
H 0.147423 -1.539134 -3.445181 1.2 -2.7 -3.3
H 2.356364 -0.936652 -3.038677 0.3 0.1 0.9
H 4.758813 -1.443129 -2.404438 1.1 0.8 -0.5
H 5.175957 -2.739802 -0.256209 -3.3 0.9 -0.5
H 3.247493 -3.336084 0.943066 -1.5 0.8 -0.2
H -0.448466 -2.523832 0.351736 -0.5 -0.6 -0.1
H 0.651390 -3.806055 1.136479 -0.2 -0.7 -0.3
H 0.540373 -2.160339 1.868007 -0.2 -1.6 -2.7
```
Forces are in eV/Å.


Entry 4:
Density functional theory data (ωB97M-V with the def2-TZVPD basis set) for a single C3H4O2 molecule.

Values from the calculation:
Total energy ... -7265.7098 eV
Gap between HOMO and LUMO (alpha / beta) ... 8.116 / 8.115 eV
Structure (SMILES) ... O[C@@H]1C=CO1

The geometry in XYZ format:
```
9
Properties=species:S:1:pos:R:3:forces:R:3
O -1.842276 -0.153339 -0.181329 0.0 -0.3 -0.2
C -0.595812 -0.046082 0.361405 0.0 1.1 0.6
C 0.358999 1.013677 -0.191922 3.4 -5.6 -0.4
C 1.371440 -0.507910 -0.175054 -5.3 5.7 0.0
O 0.265143 -1.199095 0.063463 1.2 -0.6 -0.4
H -1.789805 -0.015100 -1.138823 0.1 0.1 0.1
H -0.723102 -0.033917 1.450136 0.0 -0.2 -0.2
H 0.674326 1.889399 0.339787 0.1 0.3 0.3
H 2.281083 -0.947629 -0.527666 0.4 -0.5 0.1
```
Forces are in eV/Å.


Entry 5:
Density functional theory data (ωB97M-V with the def2-TZVPD basis set) for CH3NO2S2 as an isolated structure.

Values from the calculation:
Total energy ... -28338.2189 eV
Gap between HOMO and LUMO (alpha / beta) ... 7.774 / 7.773 eV

The geometry in XYZ format:
```
9
Properties=species:S:1:pos:R:3:forces:R:3
C 0.518719 0.498794 -0.380779 1.7 1.2 -0.2
N -0.948414 2.682105 0.608327 -0.9 -0.2 -1.1
O 0.222623 4.097400 2.237706 0.3 1.7 1.7
O 1.539456 2.945002 0.405726 -1.0 1.8 1.0
S -0.873584 1.656628 -0.765457 0.8 -0.3 0.8
S 0.298175 3.446952 1.005676 1.9 -3.4 -2.1
H 1.544705 0.740877 -0.761435 -1.0 0.8 -0.1
H 0.329697 -0.382167 -0.957100 -0.7 -1.0 0.4
H 0.754045 0.425582 0.693368 -1.0 -0.6 -0.4
```
Forces are in eV/Å.


Entry 6:
Density functional theory data (ωB97M-V with the def2-TZVPD basis set) for C22H17BrF4N3PSScSe4 as an isolated structure.

Values from the calculation:
Total energy ... -410680.6923 eV
Total charge ... +1
Gap between HOMO and LUMO ... 7.060 eV

The geometry in XYZ format:
```
54
Properties=species:S:1:pos:R:3:forces:R:3
Sc 2.182696 -1.497457 0.945554 -0.2 -0.1 0.0
F 0.249400 5.542609 2.776795 0.0 0.0 0.0
C 0.120104 4.303030 2.345012 0.0 -0.1 0.0
C -1.115767 3.830797 1.936255 0.0 -0.1 0.0
F -2.172958 4.623006 1.973885 0.0 0.0 0.0
C -1.230613 2.524245 1.484222 0.0 0.0 0.0
F -2.435347 2.108077 1.104764 0.0 0.1 0.0
C -0.143896 1.658365 1.422640 0.0 0.0 0.0
P -0.359646 -0.092771 0.928390 0.0 0.0 0.0
C -1.729593 -0.591581 2.023098 -0.1 0.1 0.0
C -3.005323 -0.918383 1.571444 0.1 0.0 0.0
C -3.995912 -1.257844 2.481477 0.0 0.0 0.0
C -3.728227 -1.248666 3.841588 0.0 0.0 0.0
C -2.468883 -0.889281 4.298943 0.0 0.0 0.0
C -1.472316 -0.565002 3.395022 0.0 -0.1 -0.1
C -1.067998 -0.007568 -0.745496 0.0 0.0 0.0
C -1.549043 -1.199600 -1.292581 0.0 0.0 0.0
C -2.025693 -1.232984 -2.592884 0.0 0.0 0.0
C -2.005125 -0.082818 -3.370826 0.0 0.0 0.0
C -1.512511 1.099247 -2.840816 0.0 0.0 0.0
C -1.046770 1.138611 -1.533904 0.0 0.0 0.0
C 1.084858 2.161224 1.850145 -0.1 0.0 0.0
Br 2.674381 1.115994 1.869227 0.1 0.1 0.0
C 1.223511 3.461012 2.301541 0.0 0.0 0.0
F 2.402317 3.923976 2.699805 0.0 0.0 0.0
H -3.239095 -0.892748 0.516405 0.0 0.0 0.0
H -4.983630 -1.516610 2.124680 0.0 0.0 0.0
H -4.505838 -1.508579 4.547229 0.0 0.0 0.0
H -2.259553 -0.867847 5.360009 0.0 0.0 0.0
H -0.490355 -0.293022 3.760337 0.1 0.0 0.0
H -1.563162 -2.104734 -0.694778 0.0 0.0 0.0
H -2.415944 -2.157607 -2.998436 0.0 0.0 0.0
H -2.378473 -0.107554 -4.385917 0.0 0.0 0.0
H -1.501482 1.999924 -3.440709 0.0 0.0 0.0
H -0.664543 2.070720 -1.138306 0.0 0.0 0.0
Se 4.638271 -1.547712 0.148726 0.3 0.1 0.0
Se 4.435369 -3.519198 1.411087 -0.1 0.0 -0.2
Se 3.321753 -2.575490 3.244714 -0.1 0.1 0.1
Se 1.070690 -2.950939 2.733714 -0.1 -0.1 0.1
C 3.659188 1.115836 -3.474966 0.0 0.0 0.0
C 2.325254 1.044388 -2.731023 0.0 0.0 0.0
C 1.949479 -0.352985 -2.376745 0.0 0.0 0.0
N 1.829759 -0.790602 -1.177497 0.0 0.0 -0.2
N 1.511699 -2.124271 -1.078949 0.1 0.1 0.0
C 1.420037 -2.704157 -2.245610 -0.1 0.0 0.1
N 1.102646 -3.994398 -2.406895 0.0 -0.1 0.0
S 1.685804 -1.605769 -3.557153 0.0 0.0 0.0
H 3.913818 2.153600 -3.681277 0.0 0.0 0.0
H 3.612266 0.588737 -4.428697 0.0 0.0 0.0
H 4.461033 0.675799 -2.882174 0.0 0.0 0.0
H 1.523350 1.481757 -3.330659 0.0 0.0 0.0
H 2.372389 1.602191 -1.794278 0.0 0.0 0.0
H 1.099361 -4.588157 -1.592315 0.0 0.0 0.0
H 1.198261 -4.436812 -3.303817 0.0 0.0 0.0
```
Forces are in eV/Å.


Entry 7:
Density functional theory data (ωB97M-V with the def2-TZVPD basis set) for C2H6ClNO as an isolated structure.

Values from the calculation:
Total energy ... -18226.7403 eV
Gap between HOMO and LUMO ... 9.929 eV

The geometry in XYZ format:
```
11
Properties=species:S:1:pos:R:3:forces:R:3
C 1.409099 -0.999218 0.720713 0.1 2.7 -2.3
C -2.317559 0.719143 0.956448 0.6 -0.1 1.4
N 1.629969 0.291337 0.914241 0.6 -2.8 -0.2
O -1.529558 -0.206687 0.297160 4.1 1.4 -6.1
Cl 1.296019 1.539443 -0.341460 -0.6 -1.6 0.7
H -0.784154 0.346379 -0.611167 -3.5 -2.2 4.3
H 0.832314 -1.444381 -0.181012 1.0 0.9 1.5
H 2.027709 -1.712583 1.314725 -1.0 0.9 0.2
H -2.647283 1.626285 0.491011 0.8 0.9 -0.8
H -1.683752 0.906497 1.868917 -1.7 0.4 -0.1
H -3.283757 0.234078 1.009148 -0.3 -0.4 1.3
```
Forces are in eV/Å.


Entry 8:
Density functional theory data (ωB97M-V with the def2-TZVPD basis set) for a 2-piece molecular cluster, C6H10S overall.

Values from the calculation:
Total energy ... -17215.5001 eV
Gap between HOMO and LUMO (alpha / beta) ... 9.645 / 5.443 eV

The geometry in XYZ format:
```
17
Properties=species:S:1:pos:R:3:forces:R:3
C 0.894747 -1.494472 0.076618 0.2 -0.1 -0.1
C -0.373587 -1.385988 0.427076 -0.1 0.1 0.0
C 1.614299 -0.185357 0.052121 -0.2 0.1 0.1
C -0.770733 0.028383 0.716871 0.0 0.0 0.1
C 0.267381 1.715331 -0.818072 -0.3 0.3 -0.5
C 0.476510 0.854158 0.338683 0.4 -0.2 0.5
S -3.121479 -0.792013 -1.977446 0.1 0.1 -0.3
H 1.409057 -2.404859 -0.173120 0.0 -0.3 -0.1
H -1.079607 -2.193565 0.494618 -0.1 -0.3 0.0
H 2.395113 -0.150602 0.811953 0.1 0.0 0.0
H 2.079811 -0.005089 -0.918677 0.1 0.0 0.0
H -1.632516 0.319385 0.112443 -0.1 0.2 0.1
H -1.049099 0.139115 1.767886 0.0 0.1 0.0
H 1.085347 2.260883 -1.252038 0.2 0.1 -0.1
H -0.687622 1.765320 -1.307542 -0.2 0.1 -0.1
H 0.804691 1.471159 1.185333 -0.1 0.0 0.0
H -3.404010 -1.137578 -0.725269 -0.1 -0.1 0.3
```
Forces are in eV/Å.